{"formula": "C27H60F4N11O7", "method": "ωB97M-V/def2-TZVPD", "species": ["N", "C", "C", "N", "C", "N", "N", "C", "C", "F", "F", "C", "F", "F", "H", "H", "H", "H", "H", "H", "H", "H", "H", "H", "H", "C", "O", "N", "C", "C", "H", "H", "H", "H", "H", "H", "H", "C", "O", "N", "C", "C", "H", "H", "H", "H", "H", "H", "H", "C", "O", "N", "C", "C", "H", "H", "H", "H", "H", "H", "H", "C", "O", "N", "C", "C", "H", "H", "H", "H", "H", "H", "H", "C", "O", "N", "C", "C", "H", "H", "H", "H", "H", "H", "H", "C", "O", "N", "C", "C", "H", "H", "H", "H", "H", "H", "H", "C", "O", "N", "C", "C", "H", "H", "H", "H", "H", "H", "H"], "xyz": [[0.726342, 3.686797, 0.902414], [0.253640, 3.280832, -0.509814], [-0.853266, 4.452389, -0.930986], [-2.184480, 4.308740, -0.227429], [-2.366216, 2.876557, 0.229339], [-2.874732, 2.459958, 1.435330], [-1.875574, 1.795073, -0.756194], [-0.355937, 1.764577, -0.487665], [0.446951, 0.657512, -1.384698], [0.669130, -0.550012, -0.503784], [1.790219, 1.062313, -1.852836], [-0.371224, 0.097108, -2.697619], [-1.536754, -0.756985, -2.334760], [0.593492, -0.809169, -3.421971], [-0.074311, 4.122169, 1.411118], [1.134525, 2.870423, 1.407687], [1.174247, 3.452401, -1.208079], [-1.051326, 4.403723, -2.090773], [-0.387804, 5.502994, -0.697529], [-2.922373, 4.592238, -0.939425], [-3.118414, 1.442315, 1.536406], [-2.954909, 3.122273, 2.245768], [-2.075487, 2.082551, -1.738589], [-0.273747, 1.392191, 0.644693], [-0.631737, 0.949984, -3.468083], [3.568302, 3.463278, 2.871314], [2.573578, 3.910285, 3.428261], [4.553822, 4.216012, 2.269450], [5.701890, 3.607991, 1.630471], [4.439812, 5.659731, 2.275165], [3.754610, 2.378526, 2.808745], [6.610732, 3.964771, 2.123373], [5.715549, 3.900139, 0.576583], [5.660030, 2.517664, 1.700223], [4.401711, 6.010069, 3.311081], [3.511086, 5.945766, 1.772186], [5.291305, 6.116435, 1.763261], [-5.906876, -4.015151, -2.133736], [-6.622850, -3.126605, -2.577972], [-4.544097, -3.925506, -1.946924], [-3.768070, -5.025768, -1.414712], [-3.865242, -2.693872, -2.292739], [-6.319764, -4.993777, -1.838561], [-3.279353, -4.699736, -0.492162], [-3.011611, -5.313023, -2.150560], [-4.404295, -5.888264, -1.198500], [-4.291220, -1.875065, -1.705025], [-4.024852, -2.485222, -3.354965], [-2.793636, -2.773533, -2.090301], [-1.412811, -6.528830, -4.537694], [-2.407533, -6.081823, -3.980747], [-0.427290, -5.776095, -5.139558], [0.720778, -6.384118, -5.778537], [-0.541300, -4.332378, -5.133844], [-1.226502, -7.613582, -4.600263], [1.629620, -6.027336, -5.285635], [0.734437, -6.091969, -6.832426], [0.678918, -7.474443, -5.708785], [-0.579402, -3.982039, -4.097927], [-1.470026, -4.046343, -5.636823], [0.310194, -3.875673, -5.645748], [2.589228, -1.166389, 1.922663], [3.289845, -0.238063, 2.305841], [2.856173, -2.504176, 2.120559], [1.973522, -3.543423, 1.633794], [4.055753, -2.884568, 2.837263], [1.653390, -0.990334, 1.367213], [1.623196, -4.136137, 2.483618], [2.528955, -4.183457, 0.942369], [1.111476, -3.116609, 1.114050], [4.026805, -2.445168, 3.838962], [4.927946, -2.492238, 2.305575], [4.130721, -3.972708, 2.914698], [-9.490192, 1.771361, -4.192502], [-8.789575, 2.699687, -3.809324], [-9.223247, 0.433574, -3.994606], [-10.105897, -0.605674, -4.481370], [-8.023667, 0.053182, -3.277902], [-10.426030, 1.947415, -4.747952], [-10.456224, -1.198387, -3.631547], [-9.550465, -1.245707, -5.172796], [-10.967944, -0.178859, -5.001114], [-8.052615, 0.492581, -2.276202], [-7.151473, 0.445511, -3.809589], [-7.948699, -1.034959, -3.200466], [8.938978, 2.022191, 3.214893], [9.644431, 3.018469, 3.118745], [9.119262, 0.844863, 2.520994], [8.237306, -0.290348, 2.692733], [10.224231, 0.737487, 1.591013], [8.070610, 1.994864, 3.893496], [8.824351, -1.143992, 3.043319], [7.778116, -0.529879, 1.729413], [7.451281, -0.071939, 3.420671], [11.161771, 0.900103, 2.131280], [10.120877, 1.511092, 0.824078], [10.237585, -0.248911, 1.119307], [-1.796566, 3.166028, 4.766696], [-2.991032, 3.432386, 4.724510], [-1.230297, 2.146022, 5.500881], [0.195866, 1.896859, 5.496258], [-2.086072, 1.295876, 6.302289], [-1.056046, 3.749249, 4.195036], [0.376108, 0.882353, 5.129478], [0.574388, 1.991774, 6.517987], [0.718182, 2.609534, 4.852279], [-2.817314, 0.809586, 5.649510], [-2.620052, 1.913353, 7.030935], [-1.496849, 0.537059, 6.824477]], "forces_ev_per_a": [[-1.204, -0.860, -1.381], [0.378, 1.713, 0.728], [1.371, -0.623, -1.597], [-0.411, -2.827, 0.665], [-0.278, -0.466, -1.015], [1.541, 1.201, -3.415], [0.226, 1.807, 2.138], [0.796, 0.029, 1.157], [0.841, -2.223, 0.192], [-0.610, 3.454, -2.502], [-4.223, -0.831, 1.588], [1.135, -2.416, -1.051], [3.594, 2.991, -0.939], [-2.937, 2.582, 2.182], [1.146, -0.717, -0.201], [-0.521, 1.160, -0.277], [-1.849, -0.762, 1.093], [0.601, 0.093, 2.155], [-0.959, -2.150, -0.276], [0.643, -0.605, 1.692], [0.546, 1.413, -0.069], [-0.327, -0.615, -0.749], [0.154, 0.170, 1.133], [0.050, 0.657, -2.663], [0.153, -1.925, 1.623], [0.890, 0.563, -0.457], [0.210, 0.036, -0.235], [-1.211, -1.050, 0.687], [0.030, 0.141, 0.058], [-0.258, 0.088, 0.172], [0.081, 0.037, -0.068], [0.077, -0.130, -0.189], [0.188, -0.118, 0.034], [-0.089, 0.160, 0.032], [-0.014, 0.143, -0.186], [0.114, 0.140, 0.092], [-0.137, -0.199, 0.106], [0.789, 0.383, -0.040], [0.628, -0.279, 0.240], [-1.543, -0.183, -0.107], [0.274, 0.096, -0.075], [-0.283, -0.034, -0.114], [0.141, 0.019, 0.007], [0.003, -0.161, 0.082], [-0.155, -0.106, 0.282], [0.038, 0.197, -0.074], [0.117, 0.093, -0.125], [0.119, 0.153, 0.113], [-0.285, -0.146, -0.025], [0.407, 0.679, -0.304], [0.780, -0.029, -0.518], [-0.994, -0.991, 0.639], [-0.050, 0.166, 0.006], [-0.294, 0.012, 0.140], [0.076, 0.084, -0.059], [0.070, -0.140, -0.171], [0.187, -0.138, 0.042], [-0.064, 0.200, 0.024], [-0.012, 0.162, -0.150], [0.123, 0.155, 0.093], [-0.138, -0.193, 0.096], [0.354, -0.903, 0.289], [-0.203, -0.488, -0.107], [-0.491, 1.544, -0.324], [0.152, -0.012, 0.089], [0.162, 0.277, 0.087], [0.139, -0.203, 0.136], [-0.082, -0.097, -0.193], [-0.221, -0.082, 0.022], [0.172, 0.011, 0.083], [0.179, -0.121, -0.073], [0.023, -0.113, 0.190], [-0.105, 0.231, -0.070], [0.490, -0.613, 0.310], [-0.235, -0.766, -0.128], [-0.451, 1.475, -0.312], [0.168, -0.012, 0.098], [0.054, 0.138, 0.043], [0.014, -0.116, 0.014], [-0.078, -0.103, -0.201], [-0.214, -0.098, 0.035], [0.176, 0.015, 0.104], [0.157, -0.093, -0.052], [0.033, -0.096, 0.166], [-0.033, 0.214, -0.043], [0.608, -0.176, -0.529], [-0.503, -0.932, -0.130], [-0.445, 1.044, 0.794], [0.207, 0.092, -0.090], [0.164, 0.301, 0.035], [-0.027, -0.130, -0.025], [-0.219, -0.088, -0.022], [-0.093, -0.170, 0.127], [0.149, 0.041, -0.104], [-0.011, -0.023, -0.236], [0.191, -0.130, 0.010], [-0.090, 0.175, 0.158], [0.657, -1.083, 0.932], [0.172, -0.355, -0.409], [-0.626, 1.394, -1.133], [0.044, 0.013, 0.044], [-0.357, 0.140, 0.035], [0.171, -0.058, 0.092], [0.183, 0.067, 0.074], [0.150, -0.062, -0.163], [-0.050, -0.053, 0.084], [-0.030, -0.037, 0.237], [-0.039, -0.245, -0.035], [-0.038, 0.223, -0.170]], "lumo_ha": -0.1823, "charge": 1}



{"formula": "C4H9NO", "method": "ωB97M-V/def2-TZVPD", "species": ["C", "C", "C", "C", "H", "H", "H", "H", "H", "H", "H", "H", "H", "N", "O"], "xyz": [[1.765333, -0.018368, -0.630054], [0.988297, -0.358664, 0.619233], [-1.483259, -0.451929, -0.017458], [-1.593156, 1.084271, 0.100676], [2.820390, 0.353045, -0.197365], [1.407158, 0.418821, -1.415271], [2.102101, -0.944480, -1.059599], [0.662632, 0.472985, 1.250368], [1.472132, -1.032565, 1.298334], [-0.181709, -2.051094, -0.022742], [-1.819733, 1.561276, 1.060730], [-0.690689, 1.735947, -0.619461], [-2.739735, 1.333420, -0.322648], [-0.313364, -1.029458, 0.337068], [-2.396401, -1.073214, -0.381805]], "forces_ev_per_a": [[5.680, -3.010, 6.058], [-3.029, 0.436, -0.213], [2.897, 3.289, 1.561], [-1.444, 2.601, -3.238], [-2.262, 0.021, -1.425], [-2.559, 3.643, -3.877], [0.097, -0.955, -0.128], [0.579, 0.399, -0.296], [0.829, -0.269, 0.025], [-0.771, 2.571, 0.943], [1.255, -0.454, 0.298], [-2.940, -2.007, 2.492], [3.286, -0.755, 0.255], [2.177, -2.855, -0.845], [-3.794, -2.655, -1.608]], "lumo_ha": 0.0311, "smiles": "CCNC(C)=O", "e_above_lowest_kcal_mol": 61.59}



{"formula": "C4HBrO2", "method": "ωB97M-V/def2-TZVPD", "species": ["C", "C", "C", "C", "O", "O", "Br", "H"], "xyz": [[0.149618, -0.544659, -0.916452], [-0.405944, -0.483729, 0.668275], [0.759328, 0.541209, -1.327821], [-0.051593, 0.559890, 1.379054], [1.168228, 1.582152, -1.600895], [0.319611, 1.402772, 2.028489], [-1.658817, -1.771260, 1.346280], [-0.280430, -1.286375, -1.576930]], "forces_ev_per_a": [[-1.375, -0.078, 3.041], [0.715, -0.478, -3.190], [-1.092, -0.472, 0.195], [-1.236, -3.125, -1.387], [0.787, 0.469, -0.282], [1.124, 2.880, 1.922], [0.741, 0.747, -0.461], [0.334, 0.057, 0.162]], "lumo_ha": -0.0110, "e_above_lowest_kcal_mol": 13.34}



{"formula": "C33H40BF3N11OS3V", "method": "ωB97M-V/def2-TZVPD", "species": ["V", "C", "C", "C", "C", "N", "N", "B", "N", "C", "C", "C", "C", "N", "N", "C", "C", "C", "C", "N", "N", "C", "C", "C", "C", "N", "H", "H", "H", "H", "H", "H", "H", "H", "H", "H", "H", "H", "H", "H", "H", "H", "H", "H", "H", "H", "O", "C", "C", "C", "C", "C", "C", "C", "C", "N", "H", "H", "H", "H", "H", "H", "H", "H", "H", "H", "H", "S", "S", "C", "N", "C", "C", "S", "H", "H", "H", "H", "H", "F", "C", "F", "F", "C", "C", "C", "N", "C", "C", "H", "H", "H", "H"], "xyz": [[0.204315, 0.033106, -0.072521], [1.901440, -3.177584, 0.121453], [1.587718, -2.459652, 1.386813], [1.911405, -2.899660, 2.673369], [1.496791, -1.894084, 3.519588], [0.947779, -0.927328, 2.777488], [0.982399, -1.266003, 1.457143], [0.459360, 0.492721, 3.143844], [-1.018284, 0.648508, 2.700033], [-2.032861, 0.863395, 3.547241], [-3.176625, 1.041702, 2.810063], [-2.774615, 0.914940, 1.481784], [-3.715192, 1.089483, 0.332577], [-1.459676, 0.652925, 1.409917], [1.339223, 1.510314, 2.395306], [2.407294, 2.195252, 2.840434], [2.928438, 2.910351, 1.789548], [2.128809, 2.578868, 0.687479], [2.310574, 3.062358, -0.712124], [1.179288, 1.717539, 1.062490], [0.535763, 0.758048, 4.640331], [0.424475, 1.969030, 5.245128], [0.162971, 1.758016, 6.571466], [0.109457, 0.351452, 6.705288], [-0.146586, -0.456993, 7.935109], [0.318127, -0.237211, 5.541785], [2.236853, -4.186700, 0.357814], [1.033399, -3.236746, -0.529032], [2.698895, -2.668891, -0.421628], [2.398355, -3.822179, 2.938487], [1.537340, -1.793774, 4.590806], [-1.881617, 0.880594, 4.612405], [-4.171042, 1.244024, 3.168202], [-4.693504, 1.355010, 0.729519], [-3.387218, 1.895939, -0.324701], [-3.831635, 0.161881, -0.227070], [2.716201, 2.134917, 3.869189], [3.771840, 3.578921, 1.802728], [2.511686, 4.134284, -0.703587], [3.163914, 2.562288, -1.174913], [1.427812, 2.872704, -1.313119], [0.515491, 2.884718, 4.686443], [0.034484, 2.502073, 7.339196], [0.518900, -0.159387, 8.745875], [-1.172163, -0.325144, 8.283470], [0.010054, -1.512710, 7.722685], [-1.767486, -2.839387, 2.162379], [-1.620447, -3.793340, 1.114666], [-2.661779, -3.487592, 0.062199], [-2.451466, -2.130001, -0.620565], [-1.435716, -2.108117, -1.744343], [-1.736220, -2.770857, -2.910726], [-0.913533, -2.527858, -4.075643], [0.242044, -1.866300, -3.956494], [0.756837, -1.550472, -2.580737], [-0.313242, -1.377532, -1.563160], [-0.995056, -2.882768, 2.736341], [-1.763894, -4.810529, 1.495767], [-0.624247, -3.734370, 0.675638], [-3.639714, -3.487948, 0.552411], [-2.666871, -4.286679, -0.682299], [-2.178181, -1.404056, 0.148041], [-3.414687, -1.826875, -1.036893], [-2.637073, -3.370078, -2.968393], [-1.256581, -2.848203, -5.054898], [0.867459, -1.652971, -4.814995], [1.413999, -2.374300, -2.258494], [-0.974915, 1.868125, -1.498686], [-0.997200, 1.655866, -3.526268], [-2.391299, 0.777718, -3.859812], [-3.197179, 0.299883, -2.950577], [-4.395998, -0.376954, -3.428858], [-4.065859, -0.812532, -4.851489], [-2.899264, 0.439820, -5.481327], [-2.967110, 0.453529, -1.971139], [-5.241988, 0.314203, -3.404663], [-4.619650, -1.233589, -2.794874], [-4.941310, -0.847871, -5.494265], [-3.547961, -1.768552, -4.858688], [5.236388, -0.820338, -4.724895], [5.419198, -0.600053, -3.415519], [6.178305, 0.510294, -3.309051], [6.171753, -1.615809, -2.948427], [4.141771, -0.464873, -2.647491], [4.237045, -0.272943, -1.205059], [3.096461, -0.068950, -0.526947], [1.842054, -0.018078, -1.085776], [1.679174, -0.313275, -2.507111], [2.965311, -0.485690, -3.265797], [5.189163, -0.302285, -0.697933], [3.128796, 0.069413, 0.547982], [1.157729, 0.528106, -2.966757], [2.903211, -0.604150, -4.338976]], "forces_ev_per_a": [[0.303, 0.397, -0.427], [-0.066, -0.015, 0.017], [0.008, -0.065, 0.061], [0.010, -0.007, -0.052], [0.088, -0.050, 0.052], [-0.135, 0.131, -0.090], [0.083, -0.087, 0.032], [0.001, -0.160, -0.048], [0.038, -0.001, 0.048], [-0.026, 0.024, -0.029], [0.000, 0.022, 0.044], [-0.122, -0.023, -0.080], [0.124, 0.057, 0.035], [0.028, -0.102, -0.007], [0.085, -0.003, 0.017], [-0.076, 0.035, 0.002], [0.018, 0.009, -0.002], [-0.026, -0.005, -0.036], [0.019, 0.015, 0.031], [-0.053, -0.151, 0.006], [-0.017, 0.015, -0.022], [-0.009, -0.079, -0.032], [0.001, -0.015, 0.053], [-0.013, 0.014, 0.029], [0.002, 0.019, -0.018], [-0.066, 0.152, 0.074], [0.005, 0.003, -0.012], [-0.021, 0.004, -0.012], [0.005, 0.005, -0.011], [0.003, 0.003, -0.009], [0.005, -0.025, -0.110], [0.032, -0.007, 0.016], [0.010, -0.004, 0.004], [-0.029, -0.035, 0.008], [-0.025, -0.131, -0.022], [0.000, -0.006, -0.048], [-0.009, -0.002, 0.031], [-0.003, -0.001, 0.001], [0.004, -0.004, -0.010], [-0.005, -0.005, 0.002], [-0.007, 0.002, -0.004], [0.014, 0.025, -0.029], [0.004, -0.003, 0.001], [0.004, -0.009, 0.001], [0.004, 0.004, 0.005], [-0.005, -0.003, 0.003], [0.006, -0.037, -0.011], [-0.024, 0.045, 0.038], [-0.056, 0.001, -0.032], [0.094, 0.036, -0.004], [0.131, -0.144, 0.016], [0.091, -0.054, -0.062], [-0.151, -0.055, 0.162], [-0.042, 0.172, 0.038], [0.171, 0.027, 0.124], [-0.082, 0.182, 0.064], [0.028, 0.018, -0.013], [-0.003, 0.005, 0.015], [0.084, -0.006, -0.009], [0.011, -0.016, -0.002], [-0.003, 0.012, -0.009], [-0.035, -0.008, 0.014], [-0.060, 0.057, 0.022], [0.000, 0.021, -0.041], [-0.017, -0.012, -0.004], [-0.047, 0.078, -0.015], [-0.042, -0.141, -0.053], [-0.142, 0.172, -0.005], [0.315, 0.179, 0.069], [-0.105, -0.110, 0.077], [-0.066, -0.097, -0.005], [-0.004, -0.003, -0.025], [0.020, -0.054, 0.012], [-0.010, 0.036, -0.062], [0.061, -0.002, -0.029], [0.006, 0.028, -0.002], [0.051, -0.007, -0.016], [0.001, 0.017, 0.005], [-0.037, -0.033, 0.032], [-0.047, -0.016, -0.101], [-0.017, 0.017, 0.052], [0.031, 0.078, 0.025], [0.039, -0.089, 0.052], [0.124, 0.018, 0.040], [0.054, -0.079, -0.194], [-0.246, 0.098, 0.060], [0.129, -0.137, 0.437], [-0.161, -0.089, -0.132], [-0.108, -0.067, 0.123], [0.008, -0.001, -0.008], [-0.015, 0.018, -0.010], [-0.125, 0.013, -0.085], [0.006, -0.008, -0.009]], "spin_multiplicity": 3, "lumo_ha": [-0.0077, 0.0014], "s2": 2.0455, "e_above_lowest_kcal_mol": 0.00}



Number 1: molar mass 726.84 g/mol, energy -70554.897 eV, maximum force 4.77 eV Å⁻¹. Number 2: molar mass 87.12 g/mol, energy -7829.649 eV, maximum force 8.83 eV Å⁻¹. Number 3: molar mass 160.95 g/mol, energy -78298.442 eV, maximum force 3.64 eV Å⁻¹. Number 4: molar mass 821.71 g/mol, energy -120336.158 eV, maximum force 0.66 eV Å⁻¹.